Entry 1:
ORCA calculation (ωB97M-V/def2-TZVPD) on a 2-piece molecular cluster, CH2FIO2S overall at a distorted geometry.

Geometry as XYZ:
```
8
Properties=species:S:1:pos:R:3:forces:R:3:nbo_charge:R:1
C 0.51639 -0.73917 0.07810 1.7 0.4 1.4 -0.087
O 1.53240 1.31036 -1.25705 0.1 0.3 0.0 -0.859
O 0.13988 2.08498 0.67246 0.0 -0.2 0.3 -0.853
F -0.58498 -1.49337 0.14519 -0.6 0.0 -0.7 -0.329
S 0.31957 1.22915 -0.46996 -0.2 -1.1 -0.7 1.696
I -3.98675 -0.72415 0.32291 0.0 0.0 0.0 -0.002
H 1.31546 -1.16504 -0.68593 -1.7 1.0 1.8 0.226
H 0.74803 -0.50275 1.19428 0.6 -0.5 -2.1 0.208
```
Positions in Å, forces in eV/Å.

Calculated values
E = -26814.2807 eV
Lowest unoccupied orbital energy (spin up / spin down) = -2.4 / -3.4 eV
Total charge = 0
Relative energy (zero: lowest compared OMol25 entry of this formula, charge and spin) = 1.627 eV
Maximum force = 2.700 eV/A
E_HOMO (spin up / spin down) = -10.411 / -9.618 eV
Spin multiplicity = 1

Entry 2:
ORCA calculation (ωB97M-V/def2-TZVPD) on a 2-piece molecular cluster, CH2FN overall at a distorted geometry.

Geometry as XYZ:
```
5
Properties=species:S:1:pos:R:3:forces:R:3:nbo_charge:R:1
C -0.21485 0.61731 0.23208 3.2 -3.8 -0.4 0.309
N 1.22762 -0.85431 -0.05701 -3.1 3.5 0.6 -0.404
F -1.32934 0.01888 -0.10978 -0.4 0.5 0.0 -0.328
H -0.09788 1.69266 0.15129 0.1 -0.1 -0.2 0.157
H 0.41446 -1.47453 -0.21658 0.2 -0.1 0.0 0.266
```
Positions in Å, forces in eV/Å.

Calculated values
E = -5270.4118 eV
Lowest unoccupied orbital energy (spin up / spin down) = -0.1 / -0.5 eV
Total charge = 0
Relative energy (zero: lowest compared OMol25 entry of this formula, charge and spin) = 5.854 eV
Maximum force = 5.003 eV/A
E_HOMO (spin up / spin down) = -11.225 / -9.142 eV
Spin multiplicity = 1

Entry 3:
ORCA calculation (ωB97M-V/def2-TZVPD) on a 2-piece molecular cluster, CH2FNO overall at a distorted geometry.

Geometry as XYZ:
```
6
Properties=species:S:1:pos:R:3:forces:R:3:nbo_charge:R:1
C -1.45097 -0.58298 0.53482 -2.7 -0.1 -0.9 1.009
N -0.32391 -0.11067 0.13343 1.5 0.2 0.4 -0.812
O -1.88663 -1.23266 1.39167 -0.4 0.5 -0.5 -0.458
F -2.56201 0.10187 -0.79503 2.2 -1.4 2.7 -0.593
H 0.59300 -0.39004 0.43690 -0.3 -0.5 0.9 0.422
H -0.30333 0.21818 -0.76575 -0.4 1.3 -2.5 0.431
```
Positions in Å, forces in eV/Å.

Calculated values
E = -7323.6298 eV
Lowest unoccupied orbital energy = 0.2 eV
Total charge = 0
Relative energy (zero: lowest compared OMol25 entry of this formula, charge and spin) = 1.329 eV
Maximum force = 3.738 eV/A
E_HOMO = -11.876 eV
Spin multiplicity = 1

Entry 4:
ORCA calculation (ωB97M-V/def2-TZVPD) on a 2-piece molecular cluster, CH2FNO2 overall at a distorted geometry.

Geometry as XYZ:
```
7
Properties=species:S:1:pos:R:3:forces:R:3:nbo_charge:R:1
C 0.47886 -0.26423 0.15235 4.1 0.8 -3.3 0.217
N -0.84117 0.33157 0.00150 -0.5 0.1 0.1 0.462
O -0.89747 1.53561 0.06141 0.1 0.3 0.0 -0.358
O -1.76501 -0.43045 -0.12715 -0.3 -0.2 -0.2 -0.336
F 0.46948 -1.58274 0.02475 -0.2 0.2 0.2 -0.310
H 1.51535 0.32994 -1.12962 -2.8 -1.3 3.1 0.117
H 1.03996 0.08029 1.01676 -0.4 0.1 0.0 0.207
```
Positions in Å, forces in eV/Å.

Calculated values
E = -9366.1385 eV
Lowest unoccupied orbital energy = -1.1 eV
Total charge = 0
Relative energy (zero: lowest compared OMol25 entry of this formula, charge and spin) = 4.060 eV
Maximum force = 5.292 eV/A
E_HOMO = -11.507 eV
Spin multiplicity = 1

Entry 5:
ORCA calculation (ωB97M-V/def2-TZVPD) on a 2-piece molecular cluster, CH2FNO2S overall at a distorted geometry.

Geometry as XYZ:
```
8
Properties=species:S:1:pos:R:3:forces:R:3:nbo_charge:R:1
C -0.23520 0.58802 -0.47634 2.5 -2.5 1.0 -0.013
N 1.25890 -0.89001 0.06033 -3.4 1.3 -0.9 -0.215
O -2.10605 -1.12779 0.36841 0.0 -0.7 0.4 -0.860
O -0.83694 1.19429 0.55637 -0.3 0.2 0.3 -0.599
F 2.40450 -0.15370 -0.11073 0.6 0.6 0.2 -0.265
S -1.92795 0.13304 -0.27784 0.4 0.8 -0.4 1.434
H 0.35585 1.12537 -1.19954 0.0 0.1 -0.3 0.206
H 1.08687 -0.86922 1.07934 0.2 0.3 -0.2 0.311
```
Positions in Å, forces in eV/Å.

Calculated values
E = -20200.7656 eV
Lowest unoccupied orbital energy (spin up / spin down) = -0.5 / -0.5 eV
Total charge = 0
Relative energy (zero: lowest compared OMol25 entry of this formula, charge and spin) = 5.242 eV
Maximum force = 3.728 eV/A
E_HOMO (spin up / spin down) = -9.501 / -9.493 eV
Spin multiplicity = 1

Entry 6:
ORCA calculation (ωB97M-V/def2-TZVPD) on a 2-piece molecular cluster, CH2FNO2S overall at a distorted geometry.

Geometry as XYZ:
```
8
Properties=species:S:1:pos:R:3:forces:R:3:nbo_charge:R:1
C -0.48931 -0.57360 0.15975 4.1 4.6 -2.1 -0.017
N 0.79505 0.85408 0.69699 -3.5 -0.8 -0.7 -0.240
O -1.07158 0.98555 -2.01362 0.8 1.0 0.0 -0.840
O -0.06651 -1.26624 -0.91662 -0.4 0.1 -0.4 -0.592
F 1.11860 0.62040 2.04942 -0.3 -0.5 -0.2 -0.281
S -1.38654 -0.19287 -1.28487 -1.1 -1.6 0.1 1.461
H -0.49582 -0.93540 1.07854 -1.0 -2.0 4.0 0.198
H 1.59611 0.50809 0.23041 1.3 -0.8 -0.6 0.311
```
Positions in Å, forces in eV/Å.

Calculated values
E = -20200.9777 eV
Lowest unoccupied orbital energy = -0.1 eV
Total charge = 0
Relative energy (zero: lowest compared OMol25 entry of this formula, charge and spin) = 5.030 eV
Maximum force = 6.512 eV/A
E_HOMO = -9.733 eV
Spin multiplicity = 1

Entry 7:
ORCA calculation (ωB97M-V/def2-TZVPD) on a 2-piece molecular cluster, CH2FOS2 overall at a distorted geometry.

Geometry as XYZ:
```
7
Properties=species:S:1:pos:R:3:forces:R:3:nbo_charge:R:1
C -1.28663 -1.16200 -0.28076 0.2 -0.7 2.6 0.104
O 0.78922 2.10194 -0.73061 -0.9 0.8 -0.5 -0.989
F -0.60687 -1.03986 0.92807 -0.5 0.7 -1.3 -0.357
S 3.04724 1.67015 0.99263 0.5 0.1 0.4 -0.674
S 1.67262 1.01183 -0.23757 0.5 -0.8 0.1 0.669
H -2.02818 -0.37726 -0.46090 0.6 0.0 -0.1 0.136
H -1.58739 -2.20481 -0.21085 -0.3 0.0 -1.1 0.111
```
Positions in Å, forces in eV/Å.

Calculated values
E = -27503.3644 eV
Lowest unoccupied orbital energy (spin up / spin down) = 3.7 / 2.8 eV
Total charge = -1
Relative energy (zero: lowest compared OMol25 entry of this formula, charge and spin) = 2.054 eV
Maximum force = 2.683 eV/A
E_HOMO (spin up / spin down) = -3.666 / -1.906 eV
Spin multiplicity = 1

Entry 8:
ORCA calculation (ωB97M-V/def2-TZVPD) on one molecule with the formula CH2FPS2 at a distorted geometry.

Geometry as XYZ:
```
7
Properties=species:S:1:pos:R:3:forces:R:3:nbo_charge:R:1
C 0.46997 -2.01984 -0.68213 -0.1 0.9 0.0 0.222
F 0.05054 -1.86248 0.55675 -0.1 -0.9 0.7 -0.339
P -0.14048 0.85926 0.18493 -0.9 -0.7 1.0 0.641
S 1.16646 1.54321 1.41814 -0.3 -0.3 0.1 -0.476
S 0.52597 -0.40438 -1.33424 0.6 -0.7 -1.4 -0.022
H -1.37502 0.10245 0.49907 1.2 0.8 0.2 0.005
H -0.69745 1.78178 -0.64251 -0.4 0.8 -0.7 -0.030
```
Positions in Å, forces in eV/Å.

Calculated values
E = -34743.3888 eV
Lowest unoccupied orbital energy = -0.6 eV
Total charge = 0
Relative energy (zero: lowest compared OMol25 entry of this formula, charge and spin) = 1.980 eV
Maximum force = 1.627 eV/A
E_HOMO = -9.466 eV
Spin multiplicity = 1

Entry 9:
ORCA calculation (ωB97M-V/def2-TZVPD) on one molecule with the formula CH2FPSi at a distorted geometry.

Geometry as XYZ:
```
6
Properties=species:S:1:pos:R:3:forces:R:3:mulliken_spin:R:1
C -0.04830 -0.47768 0.04833 0.6 -1.0 2.1 -0.064
F -0.38290 -1.73726 0.56963 0.7 0.6 -0.7 0.000
Si 1.69851 0.13870 0.41908 0.2 0.2 -2.4 1.613
P -1.30118 0.61588 0.05988 0.6 2.0 -1.0 0.281
H 2.32866 0.67884 -0.95319 -0.3 -0.4 1.5 0.157
H -2.08830 -0.31679 0.60499 -1.8 -1.3 0.5 0.013
```
Positions in Å, forces in eV/Å.

Calculated values
E = -20947.7483 eV
Lowest unoccupied orbital energy (spin up / spin down) = -0.4 / -2.5 eV
Total charge = 0
Relative energy (zero: lowest compared OMol25 entry of this formula, charge and spin) = 0.000 eV
Maximum force = 2.445 eV/A
E_HOMO (spin up / spin down) = -7.204 / -10.070 eV
Spin multiplicity = 3
<S²> = 2.026

Entry 10:
ORCA calculation (ωB97M-V/def2-TZVPD) on a 2-piece molecular cluster, CH2I2S overall at a distorted geometry.

Geometry as XYZ:
```
6
Properties=species:S:1:pos:R:3:forces:R:3:nbo_charge:R:1
C -0.14577 0.32859 0.23112 -1.2 2.9 1.1 -0.515
S 0.20515 -1.15758 -0.31173 1.6 -0.3 -0.6 0.372
I -3.75302 0.87470 0.00217 0.8 -0.1 0.0 -0.597
I 0.59440 2.27650 -0.12997 -0.2 -1.5 -0.1 0.334
H -0.89849 0.43937 0.99273 -0.4 -0.2 -0.1 0.263
H 1.46334 -0.73033 -0.67634 -0.6 -0.7 -0.3 0.143
```
Positions in Å, forces in eV/Å.

Calculated values
E = -28103.0114 eV
Lowest unoccupied orbital energy (spin up / spin down) = -2.4 / -3.1 eV
Total charge = 0
Relative energy (zero: lowest compared OMol25 entry of this formula, charge and spin) = 2.453 eV
Maximum force = 3.297 eV/A
E_HOMO (spin up / spin down) = -7.964 / -7.298 eV
Spin multiplicity = 1

Among the records above, which one has the highest relative energy (zero: lowest compared OMol25 entry of this formula, charge and spin)? CH2FN

What is the relative energy (zero: lowest compared OMol25 entry of this formula, charge and spin) in the eighth record? 1.980 eV

Which of these has the lowest total charge? CH2FOS2

Which of these has the highest spin multiplicity? CH2FPSi